# 1
ORCA calculation (ωB97M-V with the def2-TZVPD basis set) on a 3-piece molecular cluster, C5H11NO3 overall in a non-equilibrium geometry.

Computed properties:
Gap between HOMO and LUMO (alpha / beta) in eV: 8.537 / 8.536
Total charge: 0
LUMO level (alpha / beta) in eV: 0.81 / 0.81
Maximum force in Eh/bohr: 0.024
HOMO level (alpha / beta) in eV: -7.73 / -7.73
Energy relative to the best compared isomer or geometry (same formula, charge and spin) in eV: 5.226

Geometry as XYZ:
```
20
Properties=species:S:1:pos:R:3:forces:R:3
C 2.551121 0.505341 0.181452 -0.010 -0.685 0.657
C 1.647216 1.534326 -0.137976 -0.562 1.125 -0.037
N 0.203390 1.194051 2.980397 -0.048 0.135 -0.267
O 0.952307 0.996877 1.799496 -0.124 0.158 0.161
O 1.163099 2.431996 -0.666180 0.272 -0.901 0.505
H 0.397946 2.137857 3.312332 -0.081 -0.066 -0.080
H -0.784565 1.164328 2.727460 0.077 0.070 0.031
H 2.426025 -0.327985 -0.506132 0.072 0.094 -0.039
H 3.567192 0.888747 0.263689 -0.073 0.036 -0.092
H 2.071129 0.270115 1.296242 0.510 0.025 -0.844
C -1.839091 -1.409990 -2.303477 0.069 0.008 -0.001
C -1.283256 -0.841557 0.141520 0.061 -0.021 -0.032
C -0.840628 -0.879184 -1.299867 0.020 0.032 -0.043
O 0.261286 -0.502299 -1.646605 -0.235 -0.048 0.097
H -1.364030 -1.552538 -3.271816 -0.007 0.012 0.040
H -2.658492 -0.692999 -2.406082 0.038 -0.016 0.025
H -2.277402 -2.347537 -1.954910 0.023 0.037 0.007
H -2.293452 -0.433994 0.223249 0.027 -0.015 -0.020
H -1.321664 -1.866838 0.522628 -0.021 0.022 -0.040
H -0.578132 -0.268718 0.744581 -0.009 -0.001 -0.025
```
Positions in Å, forces in eV/Å.

In elementary charge units, the Löwdin charges are:
1. C -0.05
2. C -0.17
3. N -0.06
4. O -0.42
5. O 0.24
6. H 0.06
7. H 0.05
8. H 0.09
9. H 0.11
10. H 0.11
11. C -0.02
12. C -0.01
13. C -0.47
14. O 0.06
15. H 0.08
16. H 0.09
17. H 0.08
18. H 0.09
19. H 0.10
20. H 0.05

# 2
ORCA calculation (ωB97M-V with the def2-TZVPD basis set) on C13H21N3OOsS4 as an isolated structure.

Computed properties:
Gap between HOMO and LUMO in eV: 7.128
Total charge: 0
LUMO level in eV: -0.38
Maximum force in Eh/bohr: 0.010
HOMO level in eV: -7.51
Energy relative to the best compared isomer or geometry (same formula, charge and spin) in eV: 0.074

Geometry as XYZ:
```
43
Properties=species:S:1:pos:R:3:forces:R:3
Os -1.042440 -0.194156 0.084327 0.510 0.067 0.133
O -3.969214 -5.101311 3.948694 0.006 -0.015 0.006
C -3.478353 -4.251055 3.264390 -0.004 0.039 -0.002
S -3.134796 -4.453783 1.528601 -0.045 0.002 0.016
C -2.469752 -2.861841 1.277986 -0.080 0.127 0.000
C -2.403226 -2.047011 2.349891 -0.149 0.034 -0.225
S -1.741817 -0.449954 2.173618 0.261 -0.121 0.266
S -2.990897 -2.650866 3.876602 -0.050 -0.020 0.015
S -1.971881 -2.322051 -0.291275 0.057 -0.003 -0.085
C -0.771106 3.323808 1.151767 0.010 0.011 0.055
C -1.313216 2.868579 -0.204287 -0.166 -0.022 -0.176
C -2.839746 2.987951 -0.232652 -0.017 0.044 -0.039
C -0.702697 3.694844 -1.338620 0.080 -0.037 -0.010
N -0.972948 1.473650 -0.408252 -0.313 -0.091 0.204
H -0.753718 4.414087 1.206289 -0.056 -0.003 0.024
H 0.244428 2.954727 1.301950 0.019 0.043 -0.046
H -1.391004 2.944090 1.965103 0.020 -0.050 -0.011
H -3.130080 4.004942 0.038025 -0.011 -0.002 -0.024
H -3.287794 2.293524 0.478373 0.019 0.015 0.028
H -3.229818 2.764389 -1.226080 0.015 -0.017 -0.003
H -1.105570 4.708580 -1.327737 0.019 0.005 0.027
H -0.930542 3.238855 -2.302234 -0.033 0.018 -0.003
H 0.382530 3.760768 -1.233614 0.003 -0.031 -0.013
C 1.091179 -0.669193 -1.940287 -0.051 -0.028 0.038
C 2.552332 -0.993919 -2.332771 0.004 0.005 0.006
N 3.347669 -1.327589 -1.156948 0.010 0.000 -0.003
C 3.345067 -0.192692 -0.241550 0.001 -0.008 0.009
C 1.905084 0.159569 0.200193 -0.040 -0.010 -0.023
N 0.927870 -0.769094 -0.454656 -0.003 -0.042 -0.226
C 1.295123 -2.166587 -0.044457 -0.029 0.092 0.113
C 2.746773 -2.472290 -0.482576 0.013 0.008 0.016
H 0.377240 -1.366035 -2.378266 -0.003 0.018 -0.023
H 0.797990 0.338918 -2.226432 -0.003 -0.008 -0.001
H 3.012980 -0.137143 -2.825771 0.002 -0.012 -0.014
H 2.586708 -1.834396 -3.026478 0.005 -0.001 0.004
H 3.808237 0.658693 -0.741612 0.011 -0.010 -0.002
H 3.961379 -0.445528 0.621810 0.005 0.007 -0.003
H 1.620167 1.170088 -0.082322 0.013 -0.005 0.000
H 1.760883 0.057236 1.274311 -0.021 0.034 -0.001
H 0.574649 -2.839516 -0.495993 0.017 -0.004 -0.017
H 1.167159 -2.220560 1.036738 -0.038 -0.021 -0.007
H 2.761684 -3.323690 -1.163734 0.014 0.003 0.001
H 3.363482 -2.727020 0.379926 0.000 -0.009 -0.006
```
Positions in Å, forces in eV/Å.

In elementary charge units, the Löwdin charges are:
1. Os 0.92
2. O -0.05
3. C -1.01
4. S 0.97
5. C -1.15
6. C -1.15
7. S 0.50
8. S 0.96
9. S 0.48
10. C -0.06
11. C -0.73
12. C -0.06
13. C -0.06
14. N -0.22
15. H 0.09
16. H 0.07
17. H 0.08
18. H 0.09
19. H 0.07
20. H 0.08
21. H 0.08
22. H 0.08
23. H 0.08
24. C -0.15
25. C -0.15
26. N -0.16
27. C -0.15
28. C -0.15
29. N -0.34
30. C -0.16
31. C -0.14
32. H 0.11
33. H 0.10
34. H 0.12
35. H 0.12
36. H 0.12
37. H 0.12
38. H 0.09
39. H 0.12
40. H 0.06
41. H 0.12
42. H 0.12
43. H 0.12

# 3
ORCA calculation (ωB97M-V with the def2-TZVPD basis set) on C4H5HgLi2O2 as an isolated structure in a non-equilibrium geometry.

Computed properties:
Gap between HOMO and LUMO (alpha / beta) in eV: 4.051 / 6.422
Multiplicity: 2
Total charge: 0
LUMO level (alpha / beta) in eV: -0.98 / -1.06
Maximum force in Eh/bohr: 0.116
HOMO level (alpha / beta) in eV: -5.04 / -7.49
Energy relative to the best compared isomer or geometry (same formula, charge and spin) in eV: 0.000

Geometry as XYZ:
```
14
Properties=species:S:1:pos:R:3:forces:R:3
O -0.927528 0.756013 1.492679 0.366 -0.260 2.547
C 0.293047 1.335121 1.280946 0.498 0.814 1.665
C 0.356573 2.456053 0.504113 1.037 0.609 2.106
Li -1.576701 -0.818748 0.845105 0.419 0.011 -0.446
Li -1.433544 2.990441 2.033836 0.748 -1.029 -1.055
H 1.325170 2.971491 0.451975 -0.272 -0.401 -0.303
H 1.134062 0.887310 1.842426 -0.277 0.010 -0.286
C -0.006222 -1.476666 -1.564804 2.019 -0.121 0.529
C 0.666824 -2.522263 -1.001911 -1.118 -0.054 -0.800
O -0.885267 -0.712059 -0.945439 -0.741 -3.194 -0.054
H 0.359535 -1.115420 -2.543238 -0.262 0.017 0.333
H 1.497743 -2.997847 -1.525421 -0.427 0.095 0.003
H 0.193748 -3.095189 -0.198052 0.457 0.411 0.216
Hg -0.997440 1.341764 -0.672215 -2.447 3.094 -4.453
```
Positions in Å, forces in eV/Å.

In elementary charge units, the Löwdin charges are:
1. O -0.57
2. C -0.60
3. C -0.34
4. Li 0.65
5. Li 0.72
6. H -0.01
7. H 0.10
8. C -0.42
9. C -0.04
10. O -0.52
11. H 0.10
12. H 0.03
13. H 0.03
14. Hg 0.86

# 4
ORCA calculation (ωB97M-V with the def2-TZVPD basis set) on a 2-piece molecular cluster, C6H12N2 overall in a non-equilibrium geometry.

Computed properties:
Gap between HOMO and LUMO in eV: 9.203
Total charge: 0
LUMO level in eV: 0.88
Maximum force in Eh/bohr: 0.122
Structure (SMILES): Cc1c[nH]cn1.CC
HOMO level in eV: -8.33
Energy relative to the best compared isomer or geometry (same formula, charge and spin) in eV: 2.156

Geometry as XYZ:
```
20
Properties=species:S:1:pos:R:3:forces:R:3
C -1.659426 -0.412566 -1.851430 -1.922 -2.313 -0.051
C 1.539551 1.003482 -0.927782 -1.303 -3.874 -0.990
C -0.526307 0.371478 -1.440954 3.136 1.648 3.133
C -0.533070 1.611169 -0.746899 -0.892 -1.820 -1.226
N 0.789270 -0.084886 -1.406554 1.138 3.319 -0.398
N 0.753130 1.954786 -0.480697 -2.413 -3.614 -1.910
H 2.589746 1.018498 -0.794952 0.703 -0.130 -0.074
H 0.876521 2.795960 -0.126465 1.721 4.510 2.075
H -1.297218 2.130583 -0.219254 -0.691 0.408 -0.292
H -2.506324 -0.165467 -1.262276 -0.891 0.746 0.869
H -1.731451 -1.540011 -1.731084 1.248 1.235 -0.261
H -2.019315 -0.183992 -2.828460 0.135 0.074 -1.102
C -0.161158 -0.785441 1.925093 -4.416 3.506 -2.719
C 1.097524 -1.396878 1.614296 4.191 -2.078 -1.028
H -1.103239 -1.263684 1.354926 2.165 1.082 0.802
H -0.516924 -0.797146 2.919330 0.210 -0.199 1.416
H -0.173949 0.448990 1.634004 0.029 -3.471 0.646
H 1.980500 -0.827369 2.065369 -1.095 -1.232 0.364
H 1.468489 -1.320270 0.572458 -1.126 0.149 0.154
H 1.133655 -2.557233 1.731332 0.074 2.053 0.591
```
Positions in Å, forces in eV/Å.

In elementary charge units, the Löwdin charges are:
1. C -0.07
2. C -0.17
3. C -0.35
4. C -0.08
5. N 0.09
6. N 0.04
7. H 0.11
8. H 0.09
9. H 0.11
10. H 0.06
11. H 0.11
12. H 0.06
13. C -0.23
14. C -0.25
15. H 0.11
16. H 0.02
17. H 0.12
18. H 0.09
19. H 0.03
20. H 0.10

# 5
ORCA calculation (ωB97M-V with the def2-TZVPD basis set) on an isolated ion of composition C10H13BN3O and charge +1 in a non-equilibrium geometry.

Computed properties:
Gap between HOMO and LUMO (alpha / beta) in eV: 4.886 / 5.681
Multiplicity: 3
Total charge: +1
LUMO level (alpha / beta) in eV: -3.71 / -7.31
Maximum force in Eh/bohr: 0.112
HOMO level (alpha / beta) in eV: -8.59 / -12.99

Geometry as XYZ:
```
28
Properties=species:S:1:pos:R:3:forces:R:3
B 1.870258 3.021700 0.869702 0.645 0.277 1.011
C 2.170406 4.073255 -0.237255 -0.291 -1.155 1.153
C 0.973719 0.587703 1.211913 -2.327 -5.200 -0.936
C 0.822445 1.614256 -0.862391 -1.717 -1.632 -1.488
C 0.409202 -0.612448 0.624167 2.864 -1.788 3.030
C 0.201541 0.466964 -1.411550 1.821 2.940 0.760
C 1.163595 1.692897 0.483013 1.300 4.833 -1.893
C 0.163397 -0.744124 -0.718575 -1.113 -0.580 0.331
C -2.829897 -1.535568 -1.126114 0.079 0.037 1.876
C -0.415711 -1.932659 -1.292602 2.020 -2.145 -0.855
C -1.752122 -2.394500 -0.648886 1.231 -1.922 -0.646
N 2.530289 4.544266 -1.209777 0.311 0.944 -1.164
N 2.403418 3.105640 2.164166 -0.872 -0.849 -0.554
N -1.769554 -2.309813 0.809340 -0.510 -0.705 2.514
O -3.467276 -0.929482 -0.324373 -1.425 1.023 0.506
H 1.083490 0.378841 2.212497 0.975 0.563 2.448
H 0.907089 2.414384 -1.556890 0.300 0.788 -0.083
H 0.806663 -1.628072 1.132506 -0.948 2.182 -0.524
H -0.079726 0.500572 -2.404101 -0.714 0.184 -2.052
H -2.923507 -1.427799 -2.138796 -0.539 0.326 -3.019
H -0.516330 -1.779558 -2.401655 -0.287 -0.470 0.987
H 0.421689 -2.755392 -1.173174 -1.847 0.849 -0.242
H -1.891782 -3.458757 -0.920567 -0.217 0.532 -0.116
H 2.997818 3.717765 2.684436 0.056 0.406 -0.208
H 2.111675 2.279026 2.652352 0.433 0.121 0.898
H -1.789099 -3.246698 1.257087 0.433 0.563 -0.450
H -2.700598 -1.878451 1.158146 1.648 0.051 -0.998
H -0.901094 -1.763949 1.167383 -1.308 -0.173 -0.285
```
Positions in Å, forces in eV/Å.

In elementary charge units, the Löwdin charges are:
1. B -0.44
2. C -0.10
3. C 0.05
4. C 0.03
5. C -0.09
6. C 0.09
7. C -0.13
8. C -0.31
9. C -0.19
10. C -0.11
11. C -0.26
12. N 0.16
13. N 0.22
14. N 0.18
15. O 0.12
16. H 0.11
17. H 0.10
18. H 0.17
19. H 0.11
20. H 0.12
21. H 0.15
22. H 0.17
23. H 0.18
24. H 0.10
25. H 0.07
26. H 0.18
27. H 0.20
28. H 0.12

# 6
ORCA calculation (ωB97M-V with the def2-TZVPD basis set) on a 2-piece molecular cluster, C2H3ClO2 overall in a non-equilibrium geometry.

Computed properties:
Gap between HOMO and LUMO in eV: 8.624
Total charge: 0
LUMO level in eV: 0.06
Maximum force in Eh/bohr: 0.073
HOMO level in eV: -8.57
Energy relative to the best compared isomer or geometry (same formula, charge and spin) in eV: 7.836

Geometry as XYZ:
```
8
Properties=species:S:1:pos:R:3:forces:R:3
C 0.534277 -2.137252 -0.390663 -0.625 0.532 0.088
C 0.920646 -1.008960 -0.227535 1.999 0.601 0.392
O -1.141681 1.424874 0.060854 -2.406 -1.138 2.633
O -0.077961 2.317406 -0.110660 1.614 1.809 -0.458
Cl 2.023548 0.242314 0.080142 -1.027 -0.984 -0.304
H 0.033837 -3.062406 -0.492220 -0.109 -0.270 -0.128
H -1.580826 1.708189 0.986737 1.351 -1.410 -2.641
H -0.711836 0.515833 0.093344 -0.797 0.859 0.418
```
Positions in Å, forces in eV/Å.

In elementary charge units, the Löwdin charges are:
1. C 0.05
2. C -0.67
3. O -0.09
4. O -0.35
5. Cl 0.71
6. H 0.03
7. H 0.23
8. H 0.10

# 7
ORCA calculation (ωB97M-V with the def2-TZVPD basis set) on H8O4Rb as an isolated structure in a non-equilibrium geometry.

Computed properties:
Gap between HOMO and LUMO in eV: 11.948
Total charge: +1
LUMO level in eV: -3.39
Maximum force in Eh/bohr: 0.095
HOMO level in eV: -15.34
Energy relative to the best compared isomer or geometry (same formula, charge and spin) in eV: 0.500

Geometry as XYZ:
```
13
Properties=species:S:1:pos:R:3:forces:R:3
Rb 0.577692 0.626692 -1.060385 0.014 -0.048 -0.308
O 0.282692 -0.232308 1.638615 -3.816 1.940 -2.397
H 1.028692 -0.568308 2.001615 3.300 -1.733 2.214
H -0.470308 -0.263308 2.235615 0.463 -0.190 0.321
O 2.703692 2.050692 0.194615 -0.635 -0.077 -0.152
H 3.620692 1.904692 0.447615 -0.134 0.361 0.292
H 2.255692 2.651692 0.812615 0.814 -0.227 -0.057
O -0.455308 -2.016308 -1.038385 -0.094 0.371 0.362
H -0.545308 -2.832308 -1.520385 0.034 -0.521 -0.350
H -1.148308 -2.051308 -0.368385 0.169 -0.049 -0.016
O -2.369308 0.407692 -1.424385 0.098 -0.028 0.469
H -2.539308 0.677692 -0.524385 0.080 0.946 0.547
H -2.941308 -0.355308 -1.394385 -0.291 -0.746 -0.926
```
Positions in Å, forces in eV/Å.

In elementary charge units, the Löwdin charges are:
1. Rb 1.15
2. O -0.09
3. H -0.01
4. H 0.07
5. O -0.16
6. H 0.06
7. H 0.06
8. O -0.14
9. H 0.05
10. H 0.04
11. O -0.10
12. H 0.03
13. H 0.05